Computed, not measured: an isolated molecule of C5H7NO, with the ωB97M-V functional and the def2-TZVPD basis.

Atoms and positions in Å:
1 N 1.645 -1.702 0.005
2 C 0.520 -1.187 -0.140
3 O 1.070 0.609 -1.780
4 C 0.287 1.478 -1.001
5 C -0.801 0.669 -0.300
6 C -0.986 -0.707 -0.847
7 C -0.469 -0.496 0.577
8 H 2.268 -2.027 -0.725
9 H -0.174 2.233 -1.653
10 H 0.936 1.983 -0.280
11 H -1.660 1.222 0.086
12 H 0.423 -0.075 -2.050
13 H -1.983 -1.116 -1.035
14 H -0.944 -0.806 1.487

- Largest force on an atom: 0.91 eV/A
- Gap between HOMO and LUMO: 10.10 eV
- ΔE to the lowest compared entry with this formula, charge and spin: 104.1 kcal/mol
- E_LUMO: 0.94 eV
- Calculated total energy: -8831.68836 eV
- SMILES string: [H]/N=C1\[C@@H]2[C@H](CO)[C@H]12

Results of the natural (NBO) charge analysis, in e, for atoms 1 through 8: -0.6372, 0.4400, -0.7167, -0.0696, -0.2381, -0.3786, -0.3282, 0.3834